# 1
This record from OMol25 describes a molecular structure, AlN4O12 at a distorted geometry. The level of theory is ωB97M-V/def2-TZVPD.

```
! wB97M-V def2-TZVPD RIJCOSX def2/J DEFGRID3
* xyz -1 1
N 0.69 4.39 -1.85
Al -0.19 1.19 -0.91
O 2.86 -1.59 1.46
O -1.40 0.86 1.72
O -0.48 -3.61 -0.50
N -0.63 -2.81 -1.44
N -1.60 -0.36 1.94
N 1.64 -1.50 1.53
O 1.03 -0.52 1.07
O 0.88 5.60 -1.87
O 0.95 -2.36 2.09
O -0.13 -1.68 -1.36
O -1.31 -3.15 -2.41
O -1.45 -0.82 3.07
O -0.43 3.90 -2.19
O 1.50 3.55 -1.37
O -1.91 -1.10 1.03
*
```

Orbital gap: 3.13 eV
Maximum force: 2.19 eV/A
HOMO level: -6.7 eV
Energy relative to the best compared isomer or geometry (same formula, charge and spin): 0.0 kJ/mol

---

# 2
This record from OMol25 describes 3 unconnected molecules or ions with the total composition C4H14O2S. The level of theory is ωB97M-V/def2-TZVPD.

```
! wB97M-V def2-TZVPD RIJCOSX def2/J DEFGRID3
* xyz 0 1
H 1.20 -2.34 -1.00
H 1.04 0.10 0.08
H -3.25 -4.12 -0.34
C -0.19 1.66 0.91
H 0.43 2.64 -1.50
H -0.97 1.33 2.86
H 0.68 0.78 2.66
H -1.18 1.66 0.44
C 0.91 1.18 -0.02
H -2.42 -4.83 0.68
H 2.09 2.55 -3.20
H -0.64 -0.18 2.01
O 0.48 -2.33 -0.37
H -0.33 -2.62 -0.79
H 1.85 1.61 0.35
C -0.29 0.84 2.16
C 0.74 1.61 -1.46
S 2.33 1.51 -2.39
H 0.03 1.00 -2.01
O -2.50 -4.72 -0.28
H 0.00 2.69 1.21
*
```

Orbital gap: 9.54 eV
Maximum force: 0.88 eV/A
HOMO level: -8.9 eV
Energy relative to the best compared isomer or geometry (same formula, charge and spin): 37.6 kJ/mol

---

# 3
This record from OMol25 describes a single C4H9B molecule at a distorted geometry. The level of theory is ωB97M-V/def2-TZVPD.

```
! wB97M-V def2-TZVPD RIJCOSX def2/J DEFGRID3
* xyz 0 1
C -0.19 -1.51 -0.39
H -2.54 0.55 -0.32
H 0.76 -1.87 0.04
H -0.12 -1.61 -1.37
H -1.52 1.74 -1.17
H -1.05 -2.17 -0.17
H 1.38 -0.13 2.39
H 1.54 1.68 -0.02
H 2.71 0.93 1.67
C 1.12 0.95 0.58
B -0.44 0.04 -0.20
C -1.68 0.69 -0.90
C 1.77 0.63 1.67
H -1.76 0.07 -1.82
*
```

Orbital gap: 10.03 eV
Maximum force: 5.72 eV/A
HOMO level: -9.4 eV
Energy relative to the best compared isomer or geometry (same formula, charge and spin): 159.7 kJ/mol

---

no.,LUMO level (Ha)
1,-0.13059
2,0.02228
3,0.02384